#one
Here is a structure of composition ClN2O10Rb from the Open Molecules 2025 dataset. Energies are from the ωB97M-V functional and the def2-TZVPD basis.

Atoms and positions in Å:
Rb -2.88 -0.86 -0.66
Cl 2.39 -0.09 -1.47
O 3.43 0.00 -0.52
O 2.53 1.12 -2.16
O 2.85 -1.20 -2.26
O 1.17 -0.15 -0.86
N -1.78 1.61 1.04
O -1.40 2.28 1.98
O -1.47 2.02 -0.02
O -2.47 0.48 0.89
N -0.57 -1.39 1.02
O 0.20 -0.87 0.10
O -1.74 -0.97 0.92
O -0.24 -1.99 2.01

The calculation puts the HOMO-LUMO gap at 3.681 eV. Its charge is -2.

#two
Here is a structure of composition ClN2O10Rb from the Open Molecules 2025 dataset. Energies are from the ωB97M-V functional and the def2-TZVPD basis.

Atoms and positions in Å:
Rb 0.44 0.49 -0.11
Cl 1.44 1.29 3.99
O 2.48 2.22 3.59
O 0.90 0.86 2.83
O 1.85 0.42 4.98
O 0.56 2.11 4.75
N 0.67 -0.92 -3.52
O 0.41 -1.88 -2.92
O 0.77 -1.03 -4.73
O 1.03 0.03 -2.93
N -2.65 -0.88 -1.42
O -2.40 -0.05 -2.28
O -1.69 -1.31 -0.92
O -3.81 -1.35 -1.31

The calculation puts the HOMO-LUMO gap at 6.463 eV. Its charge is -2.

What should be chosen as the most stable of them? Choose #two.

#one
Here is a structure of composition C23H29N3O4 from the Open Molecules 2025 dataset. Energies are from the ωB97M-V functional and the def2-TZVPD basis.

Atoms and positions in Å:
C 3.05 -2.53 -0.26
H 2.66 -3.17 -1.21
O 2.92 -1.26 -0.53
C 1.61 -0.57 -0.77
C 1.51 0.85 -1.01
C 0.58 1.70 -1.18
C -0.63 1.11 -1.20
C -0.73 -0.36 -1.32
C 0.39 -1.11 -0.99
O 0.31 -2.54 -0.67
C -0.67 -3.18 -0.92
C -0.46 -4.60 -1.23
C -0.11 -5.32 0.15
N -0.69 -5.19 1.30
C -1.50 -6.23 1.70
O -1.17 -7.28 1.52
C -2.53 -5.99 3.06
H -3.23 -5.30 2.70
H -1.85 -5.63 3.69
H -2.70 -6.91 3.34
C -1.09 -3.73 1.52
H 0.08 -3.16 1.87
C -1.61 -3.10 0.42
H -2.57 -3.51 0.35
H -1.87 -2.08 0.36
H -1.65 -3.76 2.49
H 0.89 -4.83 0.47
H 0.38 -6.45 -0.08
H -1.39 -5.13 -1.25
H 0.19 -4.78 -1.83
H -1.33 -2.87 -1.81
H -1.75 -0.80 -1.41
H -1.43 1.54 -1.64
C 0.55 3.14 -1.41
O -0.19 3.73 -2.12
N 1.87 3.67 -0.84
H 2.09 3.19 -0.22
C 1.81 5.19 -0.42
C 3.15 5.72 -0.73
H 3.27 6.90 -0.63
H 3.70 5.25 0.28
H 3.75 5.57 -1.50
H 1.07 5.67 -1.45
C 0.89 5.64 0.77
C -0.30 4.97 0.67
N -0.40 3.51 1.33
C -1.53 2.90 1.40
C -2.77 3.34 0.93
C -2.63 4.68 0.15
C -1.39 5.58 0.26
H -1.44 6.41 -0.22
H -3.56 5.10 -0.18
H -3.54 2.63 0.75
H -1.40 1.92 1.87
H 1.60 5.14 1.66
H 1.06 6.60 0.88
H 2.64 1.32 -0.91
H 2.51 -2.78 0.57
H 4.18 -2.68 -0.21

The calculation puts the HOMO-LUMO gap at 8.382 eV.

#two
Here is an isolated molecule of C23H29N3O4 from the Open Molecules 2025 dataset. Energies are from the ωB97M-V functional and the def2-TZVPD basis.

Atoms and positions in Å:
C -4.09 -1.12 -0.75
C -4.72 -0.81 0.60
O -4.23 0.43 1.05
C -4.71 0.80 2.33
C -4.09 2.13 2.75
H -4.28 2.87 1.98
H -4.57 2.45 3.67
C -2.58 2.02 2.98
N -1.89 1.79 1.74
C -0.73 2.39 1.42
O -0.12 3.14 2.16
C -0.24 2.01 0.02
N 1.06 2.63 -0.21
C 1.49 2.94 -1.44
O 0.78 2.98 -2.43
C 3.01 3.11 -1.51
N 3.53 1.76 -1.66
C 3.59 0.91 -0.60
O 3.52 1.30 0.55
C 3.79 -0.52 -0.95
C 3.17 -1.10 -2.05
C 3.34 -2.45 -2.31
C 4.13 -3.23 -1.48
C 4.73 -2.66 -0.37
C 4.56 -1.32 -0.10
H 5.01 -0.86 0.77
H 5.33 -3.27 0.29
H 4.26 -4.28 -1.69
H 2.86 -2.90 -3.17
H 2.53 -0.52 -2.69
H 3.49 1.37 -2.59
H 3.41 3.54 -0.59
H 3.30 3.70 -2.37
H 1.71 2.57 0.56
C -0.08 0.51 -0.13
C 0.61 -0.20 0.84
C 0.83 -1.56 0.68
C 0.35 -2.23 -0.44
C -0.33 -1.51 -1.41
C -0.55 -0.15 -1.25
H -1.07 0.41 -2.02
H -0.70 -2.01 -2.29
C 0.57 -3.71 -0.59
H -0.13 -4.25 0.05
H 1.58 -3.98 -0.28
H 0.42 -4.02 -1.62
H 1.37 -2.11 1.44
H 1.00 0.30 1.71
H -0.92 2.40 -0.74
H -2.37 1.18 1.08
H -2.38 1.19 3.68
H -2.19 2.94 3.42
H -4.46 0.01 3.06
H -5.81 0.89 2.30
H -4.46 -1.60 1.33
H -5.81 -0.77 0.51
H -3.01 -1.19 -0.65
H -4.32 -0.32 -1.45
H -4.47 -2.06 -1.13

The calculation puts the HOMO-LUMO gap at 9.522 eV. The SMILES is CCOCCCNC(=O)[C@@H](NC(=O)CNC(=O)c1ccccc1)c1ccc(C)cc1.

What should be chosen as the most stable of them? Choose #two.

#one
Here is an isolated molecule of C2H6S2 from the Open Molecules 2025 dataset. Energies are from the ωB97M-V functional and the def2-TZVPD basis.

Atoms and positions in Å:
C -0.14 -0.43 -0.60
C 0.12 0.46 0.60
H 1.57 0.34 -2.08
H 0.45 -1.35 -0.53
H -1.21 -0.73 -0.64
H -0.44 1.41 0.59
H 1.16 0.75 0.64
H -1.53 -0.46 1.99
S 0.21 0.41 -2.17
S -0.20 -0.40 2.18

The calculation puts the HOMO-LUMO gap at 10.033 eV. The SMILES is SCCS.

#two
Here is a cluster of 2 separate species, C2H6S2 in total from the Open Molecules 2025 dataset. Energies are from the ωB97M-V functional and the def2-TZVPD basis.

Atoms and positions in Å:
S 1.42 -0.48 2.40
S 1.27 -0.54 0.32
H 1.72 -1.78 2.56
H 0.90 0.74 0.34
C -3.43 0.97 -2.58
C -2.22 1.10 -3.11
H -3.96 1.78 -2.07
H -3.97 0.04 -2.49
H -1.89 2.08 -3.44
H -1.51 0.30 -2.97

The calculation puts the HOMO-LUMO gap at 8.794 eV. The SMILES is C=C.SS.

What should be chosen as the most stable of them? Choose #one.